{
  "formula": "C36H43N9O4PS3Zr",
  "method": "ωB97M-V/def2-TZVPD",
  "species": ["N", "S", "H", "C", "O", "H", "C", "C", "N", "C", "O", "H", "H", "H", "C", "H", "C", "C", "C", "C", "H", "C", "C", "H", "H", "H", "H", "P", "C", "H", "C", "H", "H", "C", "N", "H", "H", "C", "H", "H", "H", "C", "H", "H", "H", "H", "C", "N", "H", "H", "C", "C", "C", "C", "H", "Zr", "C", "H", "C", "H", "O", "H", "H", "H", "C", "C", "C", "C", "N", "H", "C", "N", "S", "H", "H", "H", "C", "C", "N", "C", "H", "C", "C", "H", "H", "H", "H", "H", "O", "H", "N", "N", "S", "C", "C", "C", "H"],
  "coordinates": [[3.07244, -3.26246, -5.71135], [-4.08882, -0.08777, 1.29027], [-5.61346, 0.87756, 2.80870], [2.77792, -5.02040, 1.27653], [-2.55230, 0.04719, 1.25864], [0.95804, -0.67502, 2.39576], [3.87710, -4.26900, 1.62881], [-4.53290, 0.73008, 2.80818], [1.27434, 0.06184, -0.22019], [-2.55039, -4.95706, -0.06302], [2.78934, -0.31311, -2.17011], [-0.88507, 7.12272, 1.84291], [3.79976, -3.95639, -5.65802], [2.34021, 1.80799, 3.03679], [-0.54263, -0.06006, 4.84832], [4.79674, -4.76447, 1.90787], [-0.52785, 5.02096, 1.65527], [1.55680, 2.73204, 1.25493], [-0.32212, 1.73402, 3.24109], [4.19182, 3.45612, 0.72939], [-0.90327, 2.94858, 6.35695], [3.81330, -2.86763, 1.65609], [-0.28146, -1.52506, -5.35132], [4.68758, -2.30956, 1.96359], [-1.95270, -0.49710, -4.40334], [-0.93230, 0.52565, 6.87036], [2.80409, -6.10201, 1.28012], [-0.16675, 2.22638, 1.49519], [-3.80568, -2.93688, -0.33551], [-4.82004, 2.06481, 0.47164], [-0.85932, -0.44914, -4.41477], [-3.30369, 6.94431, 1.38467], [2.56372, -3.22209, -6.57680], [-1.84391, -3.80247, 0.10721], [0.22564, -2.55117, 0.57614], [-0.70733, -2.38677, -2.25054], [3.94649, -1.44654, -3.20019], [-0.42771, -3.69273, 0.42414], [1.06272, -0.14139, -6.31671], [-2.00508, -1.39329, -2.20855], [-4.57229, -2.19902, -0.51643], [-0.56266, 0.91422, -2.32040], [5.21441, 3.75195, 0.53630], [0.06709, -5.72808, 0.58199], [3.41218, 4.43276, -1.01761], [2.66224, -1.10249, 1.35795], [1.62639, -4.31657, 0.94284], [-2.56613, -2.64477, -0.04276], [-4.19075, 0.98077, -0.81105], [-4.31702, 4.73911, 0.92689], [3.88840, 2.70860, 1.85925], [-1.09688, 3.77394, 1.40534], [-2.45674, 3.68375, 1.14435], [1.09160, -1.16107, -5.93331], [4.67291, 2.42722, 2.54959], [-0.70374, -0.30342, 0.21077], [-1.32818, 6.15540, 1.64788], [2.35185, -0.44493, -4.36520], [-0.76037, 0.86582, 5.85804], [-2.21825, -5.98007, 0.01663], [0.06074, 1.87482, -2.68105], [-0.95175, -1.61442, -6.20890], [-2.86385, 2.71112, 0.93336], [4.77242, -2.80438, -3.88649], [-3.25712, 4.81324, 1.13829], [1.86801, 3.46858, 0.10899], [-4.78984, 1.04731, 0.09718], [-0.53005, 2.65306, 4.26958], [0.36133, -4.76544, 0.60820], [0.70605, -0.63978, -2.92532], [3.18018, 3.84069, -0.14201], [-0.05524, -0.59085, 2.49663], [-4.16775, -4.59610, -0.43168], [0.53023, 5.11590, 1.85893], [-0.35273, -1.50919, 2.81752], [1.08547, 3.76079, -0.58307], [-0.32315, 0.38076, 3.55302], [-0.36394, -0.46157, -2.96462], [2.21241, -1.22507, -4.99106], [-2.68852, 6.05467, 1.39228], [-4.24656, 0.08369, 3.63490], [2.66609, -2.18057, 1.31443], [3.08783, -2.22002, -4.87448], [-5.80192, 0.69046, -0.09925], [-0.25392, -2.51566, -4.88674], [-0.52961, -1.12048, 5.07555], [-4.00558, 1.68370, 2.85332], [1.31839, -1.78549, -6.79626], [-1.40746, 0.89452, -1.28589], [-0.61137, 0.52971, -4.83243], [3.96989, -2.19839, -3.87649], [-1.00172, -1.43569, -2.05299], [2.42599, 0.52862, -1.02677], [-0.74411, 2.22424, 5.56981], [2.57152, 2.35379, 2.12860], [1.54321, -2.92276, 0.92864], [-0.54089, 3.71239, 4.04603]],
  "relative_energy_kcal_mol": 22.7,
  "e_homo_ev": -15.14,
  "orbital_gap_ev": 7.1,
  "charge": 3,
  "molar_mass_g_mol": 884.198
}

{
  "formula": "C7H15NO2S",
  "method": "ωB97M-V/def2-TZVPD",
  "species": ["C", "H", "S", "O", "O", "H", "H", "C", "H", "N", "H", "C", "H", "C", "C", "H", "H", "H", "H", "C", "C", "H", "H", "H", "H", "H"],
  "coordinates": [[-0.15966, 2.24430, 0.52484], [1.75510, 0.95800, 0.77523], [-4.06858, -0.73626, 0.34202], [-3.39602, -2.06398, 0.09103], [-4.59614, -0.09452, -0.84549], [3.10378, -0.36762, -1.62824], [0.49181, 2.88148, -0.09616], [2.06561, -0.74334, -1.61734], [-1.27079, -0.67738, -0.64918], [-0.11104, 0.87613, 0.08380], [0.05966, 2.27093, 1.63645], [-1.37434, 0.32605, -0.35610], [-1.11439, 2.81905, 0.41981], [1.49247, -1.04424, -0.21582], [1.02267, 0.29037, 0.33050], [1.90922, -1.59257, -2.42689], [2.29818, -1.51239, 1.84891], [-2.07853, 0.37294, 1.78238], [1.48903, 0.17554, -1.91861], [2.58906, -1.54614, 0.80442], [-2.39826, 0.47284, 0.69107], [3.65430, -1.30226, 0.56219], [-2.96984, 1.36244, 0.53120], [2.71550, -2.59116, 0.66694], [0.72555, -1.80051, -0.26594], [-1.83435, 1.02232, -1.07099]],
  "relative_energy_kcal_mol": 82.9,
  "e_homo_ev": [-6.71, -6.71],
  "orbital_gap_ev": [5.6, 5.6],
  "charge": 0,
  "molar_mass_g_mol": 177.269
}

Looking at strongest force on any atom for the records above, in order, we have 1.4 3.2 eV/A.